A gas-phase ion, C7H10F2NO4 (charge -1), computed with ωB97M-V/def2-TZVPD.

Its lowest unoccupied orbital energy (spin up / spin down) is 3.5 / 3.6 eV. As for the calculated total energy: -22533.318 eV. The molar mass comes out at 210.2 g mol⁻¹. For the gap between HOMO and LUMO (spin up / spin down), the calculation gives 8.171 / 8.258 eV. Its HOMO energy (spin up / spin down) is -4.66 / -4.64 eV.

The geometry in ORCA input format:
```
! wB97M-V def2-TZVPD RIJCOSX def2/J DEFGRID3
* xyz -1 1
C 1.68454 0.27233 0.05235
C -2.24158 -0.77699 0.47843
C -0.87349 -1.40250 0.22962
C -1.09985 0.66581 -1.09809
C -2.04889 0.70979 0.11439
C -0.30197 -0.65453 -0.99080
C 2.92163 -0.68615 0.56029
N 3.06026 2.13470 0.08769
O 2.47041 1.23589 -0.66516
O 1.01927 0.70457 1.02719
O -1.54091 1.46719 1.17120
O 1.10064 -0.50166 -0.96210
F 2.36170 -1.89521 0.90125
F 3.76851 -1.01557 -0.45515
H -2.99772 -1.21754 -0.17762
H -2.56170 -0.88394 1.51577
H -0.21673 -1.21243 1.07933
H -0.91619 -2.47979 0.05628
H -1.66541 0.68949 -2.02951
H -0.42580 1.52035 -1.07969
H -3.01002 1.17398 -0.14448
H -0.44281 -1.24700 -1.90473
H 2.54113 2.17104 0.98204
H -0.58501 1.22817 1.25150
*
```

These are the Löwdin partial charges, in e, on atoms 1 to 2: -0.735 -0.138



8 unconnected molecules or ions with the total composition C42H44N8O14, computed with ωB97M-V/def2-TZVPD.

Its lowest unoccupied orbital energy is -1.8 eV. As for the calculated total energy: -84808.709 eV. The molar mass comes out at 884.9 g mol⁻¹. For the gap between HOMO and LUMO, the calculation gives 7.089 eV. Its HOMO energy is -8.88 eV. The SMILES is O=[N+]([O-])c1ccccc1.O=[N+]([O-])c1ccccc1.O=[N+]([O-])c1ccccc1.O=[N+]([O-])c1ccccc1.O=[N+]([O-])c1ccccc1.O=[N+]([O-])c1ccccc1.CN(C)C=O.CN(C)C=O.

The geometry in ORCA input format:
```
! wB97M-V def2-TZVPD RIJCOSX def2/J DEFGRID3
* xyz 0 1
O 35.94500 14.07000 49.00500
N 36.49200 13.22200 48.29400
O 36.20500 11.99400 48.21300
C 37.58800 13.55900 47.49700
C 38.11600 14.97800 47.29500
C 39.39400 15.31600 46.32600
C 40.11600 14.16400 45.78600
C 39.56900 12.86100 45.80900
C 38.33500 12.51300 46.62500
H 37.47400 15.79200 47.93100
H 39.73300 16.42000 46.16900
H 41.18600 14.32000 45.29500
H 39.99600 12.20600 45.30400
H 37.73800 11.56000 46.45200
O 31.28500 13.64800 43.62300
N 31.29400 14.07900 42.44200
O 31.63200 13.41500 41.44700
C 30.68000 15.38300 42.11000
C 29.28300 15.52600 41.43600
C 28.89900 16.80900 41.02300
C 29.70600 18.02500 41.52100
C 30.82200 18.04700 42.27400
C 31.42500 16.64300 42.64600
H 28.54300 14.83200 41.34700
H 28.00800 17.04700 40.41000
H 29.30000 19.21200 41.49600
H 31.23100 19.02100 42.69700
H 32.27700 16.61000 43.42200
O 30.92700 15.45200 51.03700
N 32.07400 15.73000 50.51700
O 33.07600 16.13700 51.17700
C 32.14700 15.58700 49.11200
C 31.04300 15.30200 48.23400
C 31.11300 15.16600 46.70000
C 32.52100 15.28600 46.05200
C 33.60400 15.62900 46.87600
C 33.49900 15.84600 48.45800
H 30.12800 15.03300 48.81300
H 30.38200 14.83800 46.06500
H 32.72300 15.23800 44.92000
H 34.42500 15.77600 46.50300
H 34.42700 16.11300 49.12100
O 27.71000 12.45800 53.42600
N 28.09800 12.81300 52.10200
O 27.56600 13.61900 51.47100
C 29.20200 12.04100 51.60700
C 29.80500 10.87600 52.43400
C 30.72900 9.91700 51.62500
C 31.16000 10.43400 50.13100
C 30.82800 11.65200 49.54600
C 29.80700 12.60800 50.27700
H 29.53600 10.79000 53.41500
H 31.10600 9.01100 52.12400
H 31.93000 9.64800 49.59400
H 31.12500 11.91400 48.48000
H 29.52000 13.41600 49.71300
O 32.51900 5.90700 43.45300
N 33.46100 5.07900 43.11000
O 33.23500 4.07700 42.69200
C 34.88200 5.62200 43.01900
C 35.76600 4.59000 42.22300
C 37.21100 4.96400 42.06900
C 37.75300 6.29400 42.57200
C 36.85700 7.17300 43.29200
C 35.58400 6.76700 43.79200
H 35.58300 3.73300 41.70100
H 37.83100 4.39700 41.56800
H 38.69800 6.68100 42.22200
H 37.46900 8.19000 43.63900
H 35.04300 7.25800 44.44500
O 33.88100 12.88000 39.38400
N 34.26700 12.65500 40.57900
O 34.56900 11.51500 40.96900
C 34.62300 13.71800 41.46800
C 34.89500 13.48700 42.94900
C 35.46700 14.61600 43.74800
C 35.48600 16.12600 43.22200
C 35.12600 16.31200 41.82400
C 34.68700 15.22000 40.90400
H 34.65800 12.38300 43.48400
H 35.71700 14.35400 44.68100
H 35.76900 16.99100 43.97600
H 35.10400 17.16900 41.52600
H 34.30700 15.29000 39.86100
C 25.71000 12.22600 44.67600
N 26.63000 11.84800 45.64700
C 28.05200 11.80400 45.10100
C 26.42900 12.00300 46.97700
O 27.25900 11.73700 47.78300
H 24.73800 11.75400 44.65900
H 26.06700 12.21000 43.70700
H 25.31100 13.43800 44.76100
H 28.36900 12.30100 44.33600
H 28.34000 10.78600 44.69900
H 28.63500 11.86600 46.05700
H 25.40200 12.18800 47.40300
C 32.86200 12.09700 45.96400
N 33.46200 11.00000 45.30100
C 32.77400 10.41700 44.15000
C 34.50200 10.28400 45.76600
O 35.03000 9.41100 45.14500
H 31.58400 12.03600 45.86200
H 33.00000 12.96700 45.43600
H 33.11500 12.11900 46.88800
H 33.14800 10.90800 43.25800
H 31.72000 10.68000 43.97900
H 32.92900 9.34700 43.98400
H 34.64400 10.77700 46.65000
*
```

These are the Löwdin partial charges, in e, on atoms 1 to 2: 0.063 -0.348



A molecular structure, C31H27HgN2O2Te, computed with ωB97M-V/def2-TZVPD.

Its lowest unoccupied orbital energy (spin up / spin down) is 0.1 / -0.7 eV. Its expectation value of S² is 0.76. As for the calculated total energy: -51126.114 eV. The molar mass comes out at 787.8 g mol⁻¹. For the gap between HOMO and LUMO (spin up / spin down), the calculation gives 7.873 / 6.902 eV. Its HOMO energy (spin up / spin down) is -7.73 / -7.59 eV.

The geometry in ORCA input format:
```
! wB97M-V def2-TZVPD RIJCOSX def2/J DEFGRID3
* xyz 0 2
Hg -2.05109 2.40533 -2.43266
C 3.80274 1.53802 2.53515
C 2.69934 1.26249 1.54805
C 2.95359 1.16289 0.18092
C 1.96579 0.89915 -0.76050
C 2.27999 0.92605 -2.22369
O 1.50712 1.41019 -3.01943
C 3.59401 0.36938 -2.69660
C 4.30282 -0.59048 -1.98053
C 5.48957 -1.10358 -2.48505
C 5.97750 -0.65150 -3.70239
C 5.27132 0.30356 -4.42365
C 4.08171 0.80692 -3.92525
C 0.64017 0.69350 -0.31768
O -0.32556 0.38794 -1.13377
C 0.37218 0.81858 1.06354
C 1.38708 1.10208 1.96720
C -1.04194 0.66399 1.38987
N -1.81010 0.54405 0.38317
C -3.22371 0.26401 0.39493
C -3.52271 -0.97880 -0.43278
Te -2.82795 -2.80457 0.43915
C -0.94542 -2.82287 -0.49984
C -0.85167 -2.88249 -1.88577
C 0.39049 -2.90350 -2.49979
C 1.54723 -2.88614 -1.73324
C 1.45904 -2.83712 -0.34976
C 0.21465 -2.80274 0.26707
C -1.49570 0.65182 2.80959
C -2.38518 1.61403 3.27492
C -2.81328 1.58707 4.59425
C -2.35698 0.59695 5.45257
C -1.46583 -0.36278 4.99156
C -1.03071 -0.33206 3.67597
H 4.76388 1.63325 2.03116
H 3.88653 0.72950 3.26380
H 3.62269 2.45966 3.09155
H 3.96371 1.33353 -0.17460
H 3.91687 -0.94997 -1.03610
H 6.03315 -1.85533 -1.92709
H 6.90735 -1.04587 -4.09201
H 5.64793 0.65052 -5.37714
H 3.50818 1.54053 -4.47623
H 1.14229 1.21321 3.01809
H -3.72943 1.11689 -0.07249
H -3.60839 0.15006 1.41292
H -3.08453 -0.89810 -1.42680
H -4.60042 -1.10446 -0.54151
H -1.74943 -2.91023 -2.49101
H 0.45502 -2.93391 -3.58002
H 2.51444 -2.90673 -2.21747
H 2.35852 -2.81575 0.25417
H 0.14782 -2.76502 1.34751
H -2.73250 2.38988 2.60302
H -3.50561 2.33870 4.95052
H -2.69332 0.57398 6.48098
H -1.10819 -1.13646 5.65844
H -0.33317 -1.07595 3.31203
C -7.66385 1.47366 -1.27023
C -6.44217 2.15487 -1.68869
N -5.48142 2.68583 -2.02499
H -8.53290 2.05559 -1.57080
H -7.67341 1.35794 -0.18806
H -7.71810 0.49083 -1.73452
*
```

These are the Löwdin partial charges, in e, on atoms 1 to 2: 0.399 -0.053



A molecular structure, C24H57As3CaO6P2, computed with ωB97M-V/def2-TZVPD.

Its lowest unoccupied orbital energy is -4.6 eV. As for the calculated total energy: -257625.363 eV. The molar mass comes out at 768.5 g mol⁻¹. For the gap between HOMO and LUMO, the calculation gives 8.058 eV. Its HOMO energy is -12.67 eV.

The geometry in ORCA input format:
```
! wB97M-V def2-TZVPD RIJCOSX def2/J DEFGRID3
* xyz 2 1
Ca 0.10079 -0.66043 -0.40089
C 2.90765 -5.12091 -0.31818
C 2.30699 -3.95255 -1.06115
C 0.99564 -4.26989 -1.74150
O 2.01113 -2.87947 -0.08070
P 2.93838 -1.63481 0.19419
O 2.40692 -0.44734 -0.54991
C 2.80516 -1.39871 1.97470
P 1.18457 -0.79720 2.50979
O 0.08937 -1.48653 1.75587
O 1.19290 0.72514 2.11948
C 0.78054 1.91776 2.90232
C 1.82146 2.23454 3.95105
C -0.62166 1.74573 3.44421
O 1.12571 -0.85320 4.05134
C 1.04589 -2.00801 4.98564
C 2.41608 -2.21567 5.58539
C 0.47335 -3.23746 4.31658
O 4.38531 -2.07224 -0.13863
C 5.42974 -1.16690 -0.70413
C 6.48332 -0.97345 0.35926
C 5.93996 -1.82866 -1.96044
H 3.13176 -5.92309 -1.02086
H 2.20354 -5.49852 0.42477
H 3.83417 -4.83501 0.17869
H 3.02074 -3.55504 -1.78413
H 0.25711 -4.59534 -1.00700
H 1.13943 -5.07327 -2.46277
H 0.60974 -3.40512 -2.28828
H 3.56817 -0.68328 2.29087
H 3.01415 -2.35035 2.46845
H 0.78305 2.69748 2.14239
H 1.84927 1.46389 4.72007
H 1.56847 3.18244 4.42567
H 2.80902 2.33413 3.50120
H -0.65189 1.00016 4.23820
H -1.31792 1.45110 2.65633
H -0.95962 2.69592 3.85698
H 0.35997 -1.64654 5.74924
H 3.12309 -2.60223 4.84852
H 2.34463 -2.94536 6.39172
H 2.80699 -1.28790 6.00072
H 1.13783 -3.61180 3.53317
H -0.50494 -3.04046 3.88238
H 0.36759 -4.02223 5.06467
H 4.93655 -0.22410 -0.94428
H 6.93177 -1.93027 0.62752
H 6.07072 -0.51241 1.25742
H 7.26744 -0.32076 -0.02352
H 6.37033 -2.80309 -1.72710
H 6.71506 -1.20695 -2.40765
H 5.14159 -1.95539 -2.69160
C -3.86818 -2.12549 -0.17729
As -2.80538 -0.84766 -1.18664
C -3.61243 -1.08402 -2.93651
C -3.62561 0.78023 -0.43760
C -3.39465 2.19365 -1.00970
C -4.31824 3.11552 -0.19379
C -1.96396 2.72212 -0.78668
As -0.42282 1.98348 -1.76732
C -0.52845 2.73013 -3.55151
C 0.93297 3.17511 -1.02895
C -3.80044 2.24546 -2.48964
As -3.85938 4.05388 -3.31006
C -3.98154 3.40319 -5.15215
C -5.76875 4.40663 -3.08302
H -3.64547 -3.13377 -0.52190
H -4.92976 -1.92588 -0.31373
H -3.61965 -2.05368 0.88055
H -4.65717 -0.78164 -2.90400
H -3.54899 -2.14144 -3.18863
H -3.08755 -0.50920 -3.69464
H -3.33452 0.76598 0.61987
H -4.69977 0.57863 -0.45815
H -4.09661 3.04760 0.87355
H -5.36470 2.84288 -0.34166
H -4.19230 4.15708 -0.49417
H -1.69673 2.60203 0.27068
H -1.95143 3.79491 -0.99117
H -0.87946 3.75885 -3.49202
H -1.19314 2.14634 -4.18281
H 0.47331 2.70297 -3.97684
H 0.59150 4.20944 -1.04447
H 1.84077 3.08757 -1.62390
H 1.17075 2.88537 -0.00622
H -4.79079 1.79938 -2.61675
H -3.10581 1.65810 -3.09554
H -3.01697 3.03313 -5.49779
H -4.27466 4.23141 -5.79554
H -4.72608 2.61076 -5.23567
H -5.99372 4.71208 -2.06340
H -6.36085 3.52824 -3.34103
H -6.04037 5.22427 -3.74981
*
```

These are the Löwdin partial charges, in e, on atoms 1 to 2: 1.132 -0.023



Number 3 is which compound?
C31H27HgN2O2Te



Among the records above, which one has the lowest calculated total energy?
C24H57As3CaO6P2